{"formula": "C3H4N4O", "method": "ωB97M-V/def2-TZVPD", "species": ["H", "N", "H", "H", "C", "N", "O", "N", "C", "C", "H", "N"], "positions_angstrom": [[0.71, -0.52, -3.25], [0.76, 0.91, 0.75], [-0.38, 2.20, 2.46], [-1.16, 0.33, 1.82], [0.37, 0.12, -0.18], [0.63, 0.48, -1.33], [-0.52, -0.95, 0.04], [-0.78, -1.88, -1.00], [0.44, -0.32, -2.29], [-0.14, 1.01, 2.05], [0.42, 0.21, 2.98], [-0.34, -1.58, -2.05]], "lowdin_charge": [0.088, 0.059, 0.119, 0.087, -0.564, 0.161, -0.025, 0.059, -0.005, -0.146, 0.130, 0.038], "energy_ha": -410.7297, "e_lumo_ev": -1.4, "homo_lumo_gap_ev": 8.061, "relative_energy_kj_mol": 718.3, "molar_mass_g_mol": 112.1}



{"formula": "C3H4N4O", "method": "ωB97M-V/def2-TZVPD", "species": ["N", "C", "N", "C", "H", "H", "H", "O", "C", "N", "N", "H"], "positions_angstrom": [[-2.10, -0.91, -0.25], [0.49, 1.55, 0.00], [0.24, -0.95, 0.46], [1.58, -0.42, 0.07], [-1.65, -1.98, -0.21], [0.50, 2.57, -0.20], [0.11, -2.03, 0.36], [2.50, -1.10, -0.16], [-0.99, -0.28, 0.19], [-0.68, 1.08, 0.26], [1.64, 0.90, 0.02], [-1.63, 1.57, -0.54]], "lowdin_charge": [0.069, -0.192, 0.123, -0.583, 0.101, 0.108, 0.164, 0.136, -0.478, 0.078, 0.158, 0.315], "energy_ha": -410.9039, "e_lumo_ev": -0.4, "homo_lumo_gap_ev": 9.476, "relative_energy_kj_mol": 260.9, "molar_mass_g_mol": 112.1}



{"formula": "C3H4N4O", "method": "ωB97M-V/def2-TZVPD", "species": ["C", "N", "H", "N", "N", "C", "C", "H", "N", "H", "H", "O"], "positions_angstrom": [[-0.33, -0.97, 0.76], [-0.80, -0.61, -0.59], [-1.72, 1.41, -2.18], [1.81, -0.21, 1.79], [0.84, 0.67, -0.42], [-0.38, 0.65, -1.05], [0.79, -0.17, 0.83], [-0.92, -1.97, 1.05], [-1.10, 1.78, -1.42], [1.50, 1.50, -0.48], [-1.87, -0.74, -0.51], [2.18, -1.36, 2.21]], "lowdin_charge": [0.020, 0.009, 0.022, -0.002, 0.110, -0.457, -0.258, 0.178, 0.067, 0.175, 0.161, -0.025], "energy_ha": -410.7853, "smiles": "[H]/N=c1\\[nH]cc(N=O)[nH]1", "e_lumo_ev": -1.4, "homo_lumo_gap_ev": 7.301, "relative_energy_kj_mol": 572.4, "molar_mass_g_mol": 112.1}



{"formula": "C3H4N4O", "method": "ωB97M-V/def2-TZVPD", "species": ["N", "C", "C", "H", "C", "H", "H", "N", "N", "N", "O", "H"], "positions_angstrom": [[0.41, -1.06, -0.06], [-0.62, -0.33, -0.05], [1.68, 0.82, -0.15], [2.28, -1.20, 0.33], [-0.62, 1.07, -0.06], [2.65, 1.22, -0.05], [-2.65, -0.54, 0.05], [0.63, 1.65, -0.23], [1.57, -0.51, 0.08], [-1.81, -0.94, -0.28], [-1.65, 1.73, 0.14], [-1.88, -1.91, 0.27]], "lowdin_charge": [0.095, -0.389, -0.110, 0.163, -0.461, 0.108, 0.075, 0.161, 0.011, 0.127, 0.055, 0.164], "energy_ha": -410.9456, "smiles": "Nc1n[nH]cnc1=O", "e_lumo_ev": 0.5, "homo_lumo_gap_ev": 9.549, "relative_energy_kj_mol": 151.3, "molar_mass_g_mol": 112.1}



{"formula": "C3H4N4O", "method": "ωB97M-V/def2-TZVPD", "species": ["H", "N", "N", "H", "N", "H", "N", "H", "C", "C", "C", "O"], "positions_angstrom": [[0.46, -0.07, 2.19], [1.21, 1.51, -0.54], [0.02, -0.87, -1.86], [-0.67, -1.56, -2.31], [1.91, 2.11, 0.28], [-2.10, -0.31, 0.54], [-1.44, -1.07, 0.04], [-2.07, -1.68, -0.46], [-0.41, -0.49, -0.71], [0.49, 0.44, 0.02], [0.82, 0.50, 1.33], [1.77, 1.49, 1.48]], "lowdin_charge": [0.135, 0.070, 0.126, 0.080, 0.026, 0.160, 0.080, 0.076, -0.477, -0.213, -0.030, -0.035], "energy_ha": -410.9005, "smiles": "[H]/N=C(\\N)c1conn1", "e_lumo_ev": 0.6, "homo_lumo_gap_ev": 10.563, "relative_energy_kj_mol": 269.8, "molar_mass_g_mol": 112.1}



{"formula": "C3H4N4O2", "method": "ωB97M-V/def2-TZVPD", "species": ["N", "N", "N", "O", "H", "C", "N", "H", "C", "H", "C", "H", "O"], "positions_angstrom": [[-1.22, -0.58, -0.20], [-1.17, 0.93, 1.49], [0.23, -0.93, 1.69], [-2.18, 0.16, -0.71], [-0.73, 1.40, 2.27], [0.90, -1.61, -0.36], [0.99, -1.58, 0.93], [1.72, -1.88, -1.00], [-0.74, -0.25, 1.09], [-0.75, -0.84, -1.95], [-0.33, -1.22, -0.99], [-1.57, 1.52, 0.89], [-1.32, -1.98, -0.54]], "lowdin_charge": [-0.254, 0.251, 0.059, -0.065, 0.139, -0.067, 0.000, 0.112, -0.271, 0.189, -0.320, 0.063, 0.164], "energy_ha": -485.9416, "smiles": "NC1=NN=C[C@H]2O[N@@+]12[O-]", "e_lumo_ev": -0.4, "homo_lumo_gap_ev": 8.657, "relative_energy_kj_mol": 749.8, "molar_mass_g_mol": 128.1}



{"formula": "C3H4N4O2", "method": "ωB97M-V/def2-TZVPD", "species": ["C", "H", "C", "C", "H", "O", "O", "N", "N", "H", "N", "N", "H"], "positions_angstrom": [[0.17, 0.08, -0.08], [0.93, -1.71, -0.95], [1.17, 0.99, -0.16], [-1.35, 0.25, -0.05], [3.50, 0.58, 0.11], [2.04, -0.99, 0.44], [-1.98, 1.32, 0.08], [-2.08, -1.02, -0.34], [0.73, -1.23, -0.03], [-3.31, 0.24, 0.82], [2.35, 0.27, -0.19], [-3.24, -0.83, 0.16], [1.07, 2.05, 0.17]], "lowdin_charge": [-0.201, 0.145, -0.051, -0.368, 0.264, -0.147, 0.013, 0.008, 0.011, 0.171, -0.039, 0.044, 0.149], "energy_ha": -485.9480, "smiles": "[H]/N=N\\C(=O)C1=CNON1", "e_lumo_ev": -0.9, "homo_lumo_gap_ev": 7.663, "relative_energy_kj_mol": 733.0, "molar_mass_g_mol": 128.1}



{"formula": "C3H4N4S", "method": "ωB97M-V/def2-TZVPD", "species": ["C", "H", "N", "C", "N", "H", "H", "C", "N", "S", "N", "H"], "positions_angstrom": [[-2.97, 0.08, -0.20], [-0.19, 1.51, 0.82], [-0.97, -0.92, 0.31], [1.34, 0.26, 0.13], [0.39, -0.88, 0.49], [0.84, -1.75, 0.79], [1.51, 2.21, 0.51], [-1.58, 0.15, -0.16], [-4.13, 0.05, -0.27], [2.83, -0.23, -0.38], [0.81, 1.46, 0.34], [-1.05, 0.95, -0.78]], "lowdin_charge": [-0.239, 0.152, 0.060, -0.915, -0.051, 0.116, 0.131, -0.219, 0.151, 0.636, 0.046, 0.131], "energy_ha": -733.8480, "smiles": "N#C/C=N/NC(N)=S", "e_lumo_ev": -0.7, "homo_lumo_gap_ev": 8.477, "relative_energy_kj_mol": 155.7, "molar_mass_g_mol": 128.2}



{"formula": "C3H4NO", "method": "ωB97M-V/def2-TZVPD", "species": ["O", "H", "H", "C", "C", "H", "C", "N", "H"], "positions_angstrom": [[2.99, -0.10, 0.63], [-2.33, -0.84, 0.78], [0.20, 1.48, -0.57], [-0.28, -0.47, -0.13], [-1.59, -0.09, 0.23], [0.08, -1.53, -0.21], [0.54, 0.56, -0.31], [2.39, 0.17, -0.28], [-2.01, 0.82, -0.15]], "lowdin_charge": [0.178, 0.163, 0.073, -0.159, 0.232, 0.141, 0.162, 0.118, 0.091], "energy_ha": -246.1942, "e_lumo_ev": [-7.3, -7.3], "total_charge": 1, "homo_lumo_gap_ev": [7.238, 7.234], "relative_energy_kj_mol": 519.6, "molar_mass_g_mol": 70.1}



{"formula": "C3H4NO", "method": "ωB97M-V/def2-TZVPD", "species": ["C", "H", "C", "O", "H", "H", "H", "N", "C"], "positions_angstrom": [[-0.15, -1.11, 0.03], [-0.32, 2.26, 0.14], [-0.45, 1.16, -0.09], [-1.48, 0.52, 0.09], [1.52, -0.19, -0.77], [1.27, 0.42, 0.95], [0.19, -2.17, -0.29], [-1.39, -0.87, -0.06], [0.80, -0.03, 0.01]], "lowdin_charge": [-0.043, 0.184, -0.031, 0.052, 0.129, 0.178, 0.205, 0.284, 0.042], "energy_ha": -246.1197, "multiplicity": 3, "e_lumo_ev": [-5.7, -10.9], "total_charge": 1, "homo_lumo_gap_ev": [7.705, 7.271], "relative_energy_kj_mol": 353.1, "molar_mass_g_mol": 70.1}



{"formula": "C3H4NO2", "method": "ωB97M-V/def2-TZVPD", "species": ["O", "C", "O", "H", "N", "H", "C", "H", "C", "H"], "positions_angstrom": [[1.55, -0.35, -1.04], [1.03, -0.92, -0.09], [1.23, 1.70, -2.74], [0.51, -1.81, 1.74], [-3.10, -0.09, 2.68], [0.85, 2.35, -2.04], [0.28, -1.34, 0.84], [1.67, 0.96, -2.17], [-2.35, -0.17, 1.81], [-1.67, -0.34, 1.01]], "lowdin_charge": [-0.109, -0.470, -0.185, -0.059, 0.005, 0.056, -0.104, 0.015, -0.122, -0.027], "energy_ha": -321.9196, "e_lumo_ev": 3.9, "total_charge": -1, "homo_lumo_gap_ev": 7.499, "relative_energy_kj_mol": 244.3, "molar_mass_g_mol": 86.1}



{"formula": "C3H4NO2", "method": "ωB97M-V/def2-TZVPD", "species": ["O", "H", "C", "C", "N", "H", "H", "O", "C", "H"], "positions_angstrom": [[-2.60, 0.54, -0.05], [1.56, 0.42, -0.69], [0.29, -1.18, -0.07], [-1.47, 0.32, -0.03], [-0.25, 1.01, -0.05], [1.64, 0.09, 0.97], [0.86, -2.20, -0.07], [-0.96, -1.11, 0.07], [0.91, 0.15, 0.05], [0.02, 1.96, -0.12]], "lowdin_charge": [0.291, 0.120, 0.061, -0.348, 0.148, 0.216, 0.223, 0.203, -0.084, 0.170], "energy_ha": -321.6230, "e_lumo_ev": -6.4, "total_charge": 1, "homo_lumo_gap_ev": 9.798, "relative_energy_kj_mol": 114.0, "molar_mass_g_mol": 86.1}



{"formula": "C3H4NO2", "method": "ωB97M-V/def2-TZVPD", "species": ["O", "O", "N", "H", "H", "H", "H", "C", "C", "C"], "positions_angstrom": [[2.58, -0.68, 0.36], [-1.51, 1.60, -0.13], [-1.03, -1.06, 0.01], [1.18, 2.03, -0.26], [-1.68, -1.24, 0.86], [-0.10, -1.52, 0.00], [-1.56, -1.25, -0.75], [1.85, 0.15, 0.08], [-0.55, 0.96, -0.11], [0.82, 1.01, -0.08]], "lowdin_charge": [0.322, 0.274, 0.167, 0.166, 0.164, 0.098, 0.044, -0.043, -0.189, -0.003], "energy_ha": -321.6213, "e_lumo_ev": -5.3, "total_charge": 1, "homo_lumo_gap_ev": 10.590, "relative_energy_kj_mol": 118.3, "molar_mass_g_mol": 86.1}



{"formula": "C3H4NO2S", "method": "ωB97M-V/def2-TZVPD", "species": ["C", "O", "C", "O", "N", "H", "C", "H", "H", "S", "H"], "positions_angstrom": [[0.69, 1.00, 0.72], [-2.64, -2.28, -0.87], [1.78, 0.60, 0.09], [-0.81, -1.36, -2.36], [-1.31, -0.34, 0.03], [2.67, 1.30, 0.18], [-0.62, 0.46, 0.73], [1.78, -0.15, -0.77], [0.67, 1.75, 1.52], [-1.23, -1.86, -1.00], [-0.97, 0.87, 1.72]], "lowdin_charge": [-0.245, -0.573, -0.008, -0.598, -0.112, 0.054, -0.356, 0.084, 0.079, 0.601, 0.074], "energy_ha": -720.0892, "e_lumo_ev": 3.8, "total_charge": -1, "homo_lumo_gap_ev": 7.325, "relative_energy_kj_mol": 256.8, "molar_mass_g_mol": 118.1}



{"formula": "C3H4NO3", "method": "ωB97M-V/def2-TZVPD", "species": ["N", "O", "H", "H", "H", "C", "O", "O", "H", "C", "C"], "positions_angstrom": [[-0.54, 0.69, -0.16], [2.22, -0.23, 1.25], [1.67, 0.82, -0.37], [-0.21, -1.07, 1.07], [-2.35, 1.63, -0.19], [0.12, -0.59, 0.07], [-2.64, -0.32, 0.18], [2.10, -0.06, -1.15], [-0.14, -1.28, -0.76], [1.62, -0.25, 0.12], [-1.86, 0.66, -0.05]], "lowdin_charge": [-0.047, 0.011, 0.209, 0.136, 0.073, -0.227, -0.177, 0.046, 0.113, -0.614, -0.522], "energy_ha": -397.1201, "e_lumo_ev": 3.4, "total_charge": -1, "homo_lumo_gap_ev": 7.263, "relative_energy_kj_mol": 482.3, "molar_mass_g_mol": 102.1}



{"formula": "C3H4NO4P", "method": "ωB97M-V/def2-TZVPD", "species": ["O", "O", "H", "C", "H", "C", "P", "N", "O", "O", "H", "C", "H"], "positions_angstrom": [[2.74, -2.25, 1.93], [4.56, -0.12, -1.16], [-0.92, -0.84, -1.20], [0.21, 0.47, -0.02], [0.90, 0.57, -0.79], [-0.65, -0.49, -0.18], [3.15, 0.46, -1.21], [2.37, -0.57, 0.30], [2.26, 0.01, -2.29], [2.98, 1.91, -0.81], [-1.19, -0.99, 0.65], [2.57, -1.34, 1.16], [0.15, 0.82, 1.01]], "lowdin_charge": [-0.048, -0.478, 0.036, -0.146, -0.028, -0.146, 0.042, 0.048, -0.417, -0.466, 0.029, -0.489, 0.062], "energy_ha": -813.8378, "e_lumo_ev": 6.5, "total_charge": -2, "homo_lumo_gap_ev": 6.599, "relative_energy_kj_mol": 29.5, "molar_mass_g_mol": 149.0}



{"formula": "C3H4NOP", "method": "ωB97M-V/def2-TZVPD", "species": ["H", "C", "P", "C", "O", "N", "H", "H", "C", "H"], "positions_angstrom": [[-1.64, 0.68, -0.55], [1.40, 0.46, -0.46], [1.17, 0.95, -2.18], [-1.05, -0.24, -0.33], [-0.99, -0.98, -1.47], [-0.43, -0.59, -2.58], [2.42, 0.41, 0.05], [-1.74, -0.89, 0.42], [0.36, -0.08, 0.21], [0.51, -0.56, 1.18]], "lowdin_charge": [0.117, -0.494, 0.862, -0.284, -0.278, -0.067, 0.071, 0.170, -0.192, 0.094], "energy_ha": -587.8501, "e_lumo_ev": [0.3, -1.3], "homo_lumo_gap_ev": [8.719, 7.457], "relative_energy_kj_mol": 463.0, "molar_mass_g_mol": 101.0}



{"formula": "C3H4NOS2", "method": "ωB97M-V/def2-TZVPD", "species": ["O", "H", "C", "S", "N", "C", "S", "C", "H", "H", "H"], "positions_angstrom": [[-3.00, -1.38, 1.23], [1.61, 0.62, 1.26], [-0.97, 0.61, -0.63], [-4.29, -0.46, -0.84], [1.21, 0.40, 0.39], [0.09, 1.14, 0.00], [0.05, 2.72, 0.62], [-3.28, -0.75, 0.28], [-1.79, 1.16, -0.84], [-1.16, -0.43, -0.93], [1.31, -0.59, 0.12]], "lowdin_charge": [0.039, 0.022, -0.188, 0.737, -0.025, -1.039, 0.304, -0.896, -0.048, 0.020, 0.074], "energy_ha": -1043.0968, "e_lumo_ev": 2.7, "total_charge": -1, "homo_lumo_gap_ev": 5.337, "relative_energy_kj_mol": 148.5, "molar_mass_g_mol": 134.2}



{"formula": "C3H4NP", "method": "ωB97M-V/def2-TZVPD", "species": ["C", "C", "C", "H", "H", "P", "H", "N", "H"], "positions_angstrom": [[0.47, -0.91, -0.46], [-0.57, 1.15, 0.19], [1.03, -0.29, 0.60], [-2.10, -0.36, -0.64], [-1.19, 1.92, 0.33], [-0.86, 0.02, -1.23], [1.93, -0.62, 1.01], [0.29, 0.79, 1.06], [1.01, -1.70, -0.86]], "lowdin_charge": [-0.357, -0.391, -0.214, -0.045, 0.017, 0.893, 0.080, -0.007, 0.024], "energy_ha": -512.7525, "smiles": "C1=NC=[PH]=C1", "e_lumo_ev": 0.3, "homo_lumo_gap_ev": 9.797, "relative_energy_kj_mol": 61.4, "molar_mass_g_mol": 85.0}



{"formula": "C3H4NS", "method": "ωB97M-V/def2-TZVPD", "species": ["H", "N", "S", "C", "H", "H", "C", "H", "C"], "positions_angstrom": [[0.39, -1.47, -0.62], [0.74, 0.52, -0.11], [-1.75, -0.81, 0.02], [0.11, 1.72, 0.14], [0.22, -0.96, 1.26], [1.69, 0.68, 0.28], [-2.31, 0.68, -0.08], [0.86, 0.45, -1.07], [0.06, -0.82, 0.18]], "lowdin_charge": [0.099, -0.111, 0.899, 0.295, 0.108, 0.198, -0.280, 0.135, -0.342], "energy_ha": -569.0066, "e_lumo_ev": [-6.2, -6.9], "total_charge": 1, "homo_lumo_gap_ev": [7.655, 7.403], "relative_energy_kj_mol": 895.0, "molar_mass_g_mol": 86.1}